No. 1
Formula: C4H4F2O2S
Source: the Open Molecules 2025 dataset
Level of theory: ωB97M-V/def2-TZVPD

```
13
Properties=species:S:1:pos:R:3:forces:R:3:nbo_charge:R:1
F -0.7016 -0.2175 -2.1461 0.1577 0.2921 0.2809 -0.34
C 3.2171 0.0664 0.0381 -0.6562 0.2510 -0.9411 0.42
S -0.1642 0.8824 0.2329 -0.1051 1.1239 -5.3470 1.58
H 2.1290 -0.8069 1.6900 -1.5694 -1.5322 3.0978 0.23
C 2.4722 -0.4071 0.8551 2.6292 1.5454 -3.0680 -0.39
F 3.7218 0.6117 -1.0272 -0.1053 -0.4120 0.9410 -0.26
H -1.6823 2.4403 0.9523 1.7008 -1.2199 -2.3974 0.52
C -1.1465 -0.2989 -0.8702 -0.1436 -0.1177 -0.4364 0.15
H -2.2114 -2.1368 -1.1738 -0.1207 1.0283 -0.2947 0.22
C -2.0168 -1.2445 -0.5564 1.7029 -0.4535 -2.6043 -0.47
O -1.1034 2.1917 0.1113 -1.8580 1.2945 2.3593 -0.92
O -0.2353 0.3087 1.4954 -0.6250 -1.7209 4.8331 -0.95
H -2.2786 -1.3897 0.3986 -1.0073 -0.0790 3.5770 0.21
```
Positions in Å, forces in eV/Å.

Properties
Orbital gap ... 10.2 eV
Highest occupied orbital energy ... -9.8 eV
Molar mass ... 154.1 g mol⁻¹
2S+1 ... 1
LUMO level ... 0.388 eV

No. 2
Formula: C10H14N2OS
Source: the Open Molecules 2025 dataset
Level of theory: ωB97M-V/def2-TZVPD

```
28
Properties=species:S:1:pos:R:3:forces:R:3:nbo_charge:R:1
H 0.4064 -0.0582 4.0392 -0.1016 -1.0868 -0.3937 0.23
H 0.3264 1.2344 -0.9014 0.9232 0.0120 0.7280 0.23
O -1.8915 2.5201 1.9148 -0.2565 -0.6944 -0.4596 -0.60
H 3.4829 0.5890 -2.5700 -0.4688 -0.7963 0.1757 0.24
H 1.2610 -1.5463 3.7485 2.1691 -0.8369 -0.2094 0.23
C 1.7728 -0.5940 -1.9884 -0.5556 0.0950 -2.7314 0.17
H -0.9075 0.7144 -1.7822 -0.6341 -0.2832 -0.5040 0.21
H -3.6099 0.7409 0.1421 0.4984 -0.0075 0.5654 0.21
S 0.3834 1.3286 1.8863 1.4680 -0.6565 0.7663 0.17
H -0.1468 -2.2769 1.0887 0.1692 -1.0547 0.2957 0.21
H -1.1601 -1.4847 -0.8751 0.7303 0.6456 0.7571 0.20
C 0.3321 -0.4880 1.9542 0.1079 0.0712 -0.9215 -0.11
C 0.7691 -0.8465 -2.7949 0.1594 0.5748 0.1684 -0.11
H -0.3862 -1.6517 3.6033 0.2680 0.7579 -0.0357 0.22
C 0.0310 -1.2520 0.8831 0.2426 0.7218 1.6487 -0.20
H 3.3297 0.3453 -0.8938 0.0912 -0.0950 0.8516 0.24
C -0.2422 -0.9170 -0.5181 -0.6557 0.6876 -1.6929 -0.11
H 3.9108 -1.0580 -1.9021 -1.2343 1.1846 0.2782 0.24
H 0.0067 -0.8013 -3.6330 1.6140 -0.1409 1.2009 0.25
H -2.8410 0.9527 -1.3997 -0.1688 0.5182 0.9271 0.19
N 0.7975 -1.5185 -1.4560 -1.1094 -0.3897 1.0831 -0.43
C 3.1755 -0.1762 -1.8175 1.2041 -0.1935 -0.8005 -0.68
N -1.4849 1.2011 0.1005 -1.2231 -0.3980 -0.0684 -0.45
C -0.5304 0.5981 -0.7842 0.4176 -0.8107 -0.2753 -0.24
H -3.2101 2.3625 -0.3871 0.3398 0.1225 0.2485 0.22
C -1.2186 1.7120 1.2955 0.4185 1.4708 0.7997 0.53
C -2.8312 1.3413 -0.3416 -1.5469 -0.5791 -2.6790 -0.41
C 0.4751 -0.9709 3.3889 -2.8663 1.1613 0.2773 -0.66
```
Positions in Å, forces in eV/Å.

Properties
Orbital gap ... 8.7 eV
Highest occupied orbital energy ... -8.0 eV
Molar mass ... 210.3 g mol⁻¹
2S+1 ... 1
LUMO level ... 0.674 eV
SMILES ... CC1=C[C@H](N2C=C2C)CN(C)C(=O)S1

No. 3
Formula: C4H7Cl2F2N
Source: the Open Molecules 2025 dataset
Level of theory: ωB97M-V/def2-TZVPD

```
16
Properties=species:S:1:pos:R:3:forces:R:3:nbo_charge:R:1
H -3.3770 -1.6270 -2.5719 0.2173 -0.4314 0.0890 0.16
C -2.1313 -0.9533 -0.9643 -1.6184 1.1182 -0.0672 -0.26
F 2.5871 -0.0535 -0.5651 1.0294 0.0796 0.3040 -0.30
H -3.1514 -0.5340 -0.6132 1.6476 -0.4484 0.2584 0.20
Cl 2.2154 2.0349 1.5358 -0.3076 -0.0046 -0.0309 0.07
H -3.0223 -2.7295 -1.2075 -1.4280 -2.1178 1.4275 0.18
Cl -0.6141 1.2122 1.1835 -0.1739 0.8565 0.5146 0.07
H -0.4839 -1.9797 -0.2864 -0.9633 0.1950 0.2361 0.36
H -1.6378 -0.0674 -1.4352 -0.1760 -0.7536 -0.1672 0.18
C -2.6495 -2.0342 -1.8522 1.2895 2.1327 -2.5232 0.05
C 1.0360 1.0343 0.7884 0.5514 -0.3155 -0.0073 -0.21
C 1.3720 0.0945 -0.0766 -0.8864 -0.4448 -1.5000 0.21
H -1.1519 -0.8897 0.8422 -0.3861 -2.0627 -1.7646 0.37
F -1.6066 -2.6591 -2.5631 -0.1589 0.1575 0.0079 -0.39
H 0.6827 -0.5551 -0.6454 0.1820 0.7021 0.8142 0.19
N -1.3812 -1.6076 0.0672 1.1816 1.3371 2.4087 -0.85
```
Positions in Å, forces in eV/Å.

Properties
Orbital gap ... 10.3 eV
Highest occupied orbital energy ... -9.7 eV
Molar mass ... 178.0 g mol⁻¹
2S+1 ... 1
LUMO level ... 0.584 eV
SMILES ... FC=C(Cl)Cl.NCCF

No. 4
Formula: C11H9Br12ClO4
Source: the Open Molecules 2025 dataset
Level of theory: ωB97M-V/def2-TZVPD

```
37
Properties=species:S:1:pos:R:3:forces:R:3:nbo_charge:R:1
H -2.4934 0.5889 1.9747 0.5343 -0.7013 -1.3210 0.26
Br 4.4388 -0.8887 -3.0929 0.1366 -0.0082 0.3491 0.09
H 0.6352 -1.9352 1.1519 0.2487 0.9154 -1.1277 0.25
O 2.6717 1.3381 0.1861 -4.0681 0.9637 -1.4365 -0.53
Br 3.3502 -0.5654 2.8473 -0.3001 -0.0342 0.2547 0.11
H -3.7553 4.8150 -2.0259 0.2043 -0.1314 -0.1041 0.22
C 0.4392 0.1764 0.2496 -2.2090 2.8085 0.4456 0.00
O 0.6306 2.4434 -0.5128 1.4045 0.6191 2.9716 -0.52
Br -1.8489 3.6695 -0.8957 -3.2288 1.9276 -3.5876 0.23
H 1.6885 -1.5468 -0.3775 -1.2777 0.1229 1.0440 0.26
Br 4.8644 -2.2658 -0.2236 0.0596 0.2448 -0.1960 0.08
Br -1.9412 5.3564 -3.6393 -0.1389 -0.1666 0.1582 0.06
H -2.8598 -5.2808 -1.5753 0.1783 0.2094 0.0585 0.23
C -3.1442 0.2072 -0.1311 2.9785 0.5336 -4.1293 0.56
Br -0.8333 -4.4836 -2.7733 -0.2335 0.0835 0.3024 0.10
C -2.0522 0.1237 1.0233 0.0536 1.4543 0.8482 -0.56
C -2.2436 -4.3934 -1.4460 -0.1377 -0.0781 -0.1159 -0.49
H -1.7317 -0.9399 1.2891 -0.7467 1.3024 -0.6504 0.28
C -2.9340 4.2182 -2.4198 -0.0412 -0.1654 -0.3128 -0.52
C 1.4553 1.3728 -0.0315 1.5675 -2.6176 0.5122 0.78
C -0.7371 0.9113 0.5991 1.6231 -2.3505 -0.7297 -0.07
O -2.7381 0.3599 -1.3219 -2.8626 -0.8924 5.7010 -0.51
Br -3.3945 -2.8576 -1.7213 0.3143 -0.3230 0.0692 0.10
O -0.9324 3.4795 1.0539 3.9525 -4.7534 -0.1617 -0.54
Br 0.4277 0.5989 3.4500 0.4241 -0.2002 0.6499 0.07
Br -3.7270 2.7033 -3.3368 0.0874 0.3043 0.0573 0.07
H 4.6718 0.1358 -0.8395 0.0861 -0.2102 -0.0990 0.24
H -0.1220 -1.8084 -0.5284 1.1163 0.6396 1.0396 0.25
H 2.4678 0.5702 4.8731 -0.1372 -0.1800 -0.1596 0.23
Br 1.6371 -1.7338 5.3002 0.0302 0.2675 -0.2566 0.09
Br 7.0720 -0.2362 -1.3730 -0.3610 -0.1493 -0.0066 0.09
C -0.4320 2.4670 0.4746 -0.8384 -0.7682 1.5435 0.74
Cl -4.9068 0.1081 0.3732 1.8356 0.0595 -0.5956 -0.04
C 0.6942 -1.3831 0.1610 -0.2752 1.0006 -0.9416 -0.69
C 2.0333 -0.1777 4.2128 0.1640 0.0546 0.1757 -0.49
C 5.1894 -0.6958 -1.3156 -0.0249 0.1972 0.0292 -0.49
Br -1.5393 -4.4513 0.3609 -0.1185 0.0219 -0.2783 0.08
```
Positions in Å, forces in eV/Å.

Properties
Orbital gap ... 8.6 eV
Highest occupied orbital energy ... -9.7 eV
Molar mass ... 1199.5 g mol⁻¹
2S+1 ... 1
LUMO level ... -1.160 eV